{"formula": "C13H14BIrNO2", "method": "ωB97M-V with the def2-TZVPD basis set", "species": ["C", "C", "C", "C", "C", "Ir", "N", "C", "C", "H", "H", "H", "H", "H", "H", "H", "H", "H", "H", "O", "B", "O", "C", "C", "C", "C", "C", "C", "H", "H", "H", "H"], "xyz": [[-0.3787, 1.0582, -3.6444], [1.0315, 1.1827, -3.3884], [1.2046, 1.9152, -2.1677], [-0.1019, 2.2526, -1.6642], [-1.0812, 1.7301, -2.5851], [0.0905, 0.0874, -1.6706], [-1.1567, -1.4247, -1.1653], [-0.3435, -2.3728, -1.9071], [0.9924, -1.6217, -2.0890], [2.1479, 2.1568, -1.6981], [1.8182, 0.7449, -3.9928], [-0.3216, 2.8019, -0.7631], [-2.1565, 1.7887, -2.4788], [-0.8406, 0.5228, -4.4677], [1.4223, -1.5778, -3.0927], [-0.1649, -3.3049, -1.3585], [-2.0906, -1.3074, -1.5316], [1.7335, -1.9123, -1.3427], [-0.7656, -2.6981, -2.8655], [0.5365, -1.0266, 1.2526], [0.0160, -0.0170, 0.3979], [-0.5625, 1.0188, 1.2009], [-0.4191, 0.6116, 2.4926], [-0.7317, 1.2916, 3.6570], [-0.4113, 0.6393, 4.8636], [0.1967, -0.6254, 4.8821], [0.5233, -1.2967, 3.6910], [0.2139, -0.6424, 2.5152], [-1.1928, 2.2841, 3.6237], [-0.6454, 1.1390, 5.8078], [0.4350, -1.1186, 5.8296], [1.0024, -2.2790, 3.6592]], "forces_ev_per_a": [[-0.62, 0.73, 0.39], [0.37, 0.80, -0.28], [-0.57, 0.85, -1.06], [-0.10, 0.65, -0.56], [-0.34, 0.66, -0.84], [3.28, 1.92, 2.72], [-1.62, -1.37, -1.97], [1.39, -2.36, 0.37], [-0.50, -2.03, -0.39], [-0.10, -0.07, -0.04], [-0.14, 0.17, 0.16], [0.04, 0.04, -0.04], [0.18, 0.18, -0.09], [0.13, 0.15, 0.16], [-0.06, -0.40, 0.13], [-0.34, -0.11, 0.15], [-0.79, -0.39, 0.60], [0.09, -0.02, -0.02], [-0.30, 0.40, 0.14], [-0.17, 0.29, -0.09], [-0.14, 0.66, 1.01], [0.30, -0.79, -0.36], [-0.36, 1.08, 1.25], [-0.82, 1.58, -3.65], [0.30, -0.71, 2.55], [0.92, -1.71, -1.24], [1.02, -1.92, 4.78], [-1.00, 1.82, -3.38], [0.21, -0.52, 0.02], [0.13, -0.29, -0.31], [-0.14, 0.29, -0.33], [-0.27, 0.40, 0.22]], "de_lowest_ev": 0.855, "homo_lumo_gap_ha": [0.168, 0.218], "spin_multiplicity": 6, "max_force_ev_per_a": 5.3, "energy_ha": -837.879020, "homo_energy_ev": [-4.17, -8.22]}